a) The following is a quantum chemistry calculation of a 3-piece molecular cluster, C4H16NO3 overall, from the Open Molecules 2025 dataset.

CARTESIAN COORDINATES (ANGSTROEM)
O  -1.5087  -0.7182  -1.4746
C  -1.9041  0.5825  -1.1280
C  -1.2024  0.9067  0.1693
N  0.2883  0.7147  0.0455
C  1.1325  1.0434  1.2834
C  0.8038  2.4171  1.7898
H  -2.2200  -1.0926  -2.0045
H  -1.8813  1.2959  -2.0032
H  -2.9699  0.5544  -0.8770
H  -1.3420  1.9474  0.5195
H  -1.5134  0.2502  0.9823
H  0.5280  1.2892  -0.7687
H  0.4309  -0.3305  -0.2179
H  0.9332  0.2233  1.9709
H  2.1723  1.0852  0.9060
H  1.7197  2.6895  2.4223
H  0.7495  3.2089  1.0375
H  0.0020  2.4439  2.5748
H  0.9012  -2.0049  -2.5432
H  1.3845  -2.5671  -1.2992
O  1.1889  -1.6957  -1.6724
H  1.4021  -2.7424  1.8035
H  0.1714  -2.8918  0.8473
O  0.8869  -2.3087  1.1165

## Properties
Gap between HOMO and LUMO (eV): 11.81
Charge: +1
HOMO level (Eh): -0.5307
LUMO energy (eV): -2.63

natural (NBO) atomic charge list, values in e, 5 entries: -0.73, -0.10, -0.24, -0.54, -0.21

=====

b) The following is a quantum chemistry calculation of a 3-piece molecular cluster, C4H16NO3 overall, from the Open Molecules 2025 dataset.

CARTESIAN COORDINATES (ANGSTROEM)
C  0.2885  -0.2394  0.9133
C  -0.6849  0.2307  -0.0768
C  -0.1077  0.2626  -1.5385
C  -0.2997  -1.0503  -2.2074
O  -1.6392  -1.4663  -1.9772
N  1.3894  0.8003  1.2316
H  0.6959  -1.2509  0.4490
H  0.0751  -0.6299  1.9090
H  -1.6140  -0.3659  -0.0995
H  -1.1526  1.2065  0.1348
H  0.9872  0.5100  -1.3965
H  -0.6598  1.0258  -2.1115
H  0.0661  -1.2301  -3.2665
H  0.2580  -1.9061  -1.7746
H  -2.3351  -1.0598  -2.5056
H  1.9127  1.0656  0.3882
H  2.0723  0.3634  1.8434
H  1.1182  1.6964  1.6042
H  1.2612  3.7572  1.0928
H  0.4416  3.2034  -0.0679
O  1.2417  3.0287  0.4398
H  -0.9320  -3.3549  2.5821
H  -1.6426  -2.1287  2.1708
O  -0.7406  -2.4684  2.2631

## Properties
Gap between HOMO and LUMO (eV): 10.65
Charge: +1
HOMO level (Eh): -0.5065
LUMO energy (eV): -3.13

natural (NBO) atomic charge list, values in e, 5 entries: -0.25, -0.47, -0.42, -0.09, -0.74

=====

Which structure is most stable? a), by 1.130 eV over the runner-up.

=====

a) The following is a quantum chemistry calculation of one molecule with the formula C3H7ClN2O, from the Open Molecules 2025 dataset.

CARTESIAN COORDINATES (ANGSTROEM)
C  1.7516  1.0712  0.0835
C  -0.6838  -0.0514  1.2566
C  -1.1474  -0.4984  -1.2381
N  1.0626  -0.0569  -0.3953
N  -0.2510  0.0163  -0.1555
O  2.8910  1.1343  0.3567
Cl  1.9982  -1.6879  -0.2910
H  1.0424  1.8270  0.1659
H  -0.0727  0.7235  1.7303
H  -1.8206  0.3175  1.3784
H  -0.6198  -1.0736  1.6500
H  -0.6135  -0.8391  -2.0924
H  -1.8682  -1.2388  -0.8528
H  -1.6688  0.3564  -1.5964

## Properties
SMILES: CN(C)N(Cl)C=O
Gap between HOMO and LUMO (eV): 9.48
Charge: 0
HOMO level (Eh): -0.3423
LUMO energy (eV): 0.17

natural (NBO) atomic charge list, values in e, 5 entries: 0.51, -0.43, -0.42, -0.24, -0.24

=====

b) The following is a quantum chemistry calculation of a 2-piece molecular cluster, C3H7ClN2O overall, from the Open Molecules 2025 dataset.

CARTESIAN COORDINATES (ANGSTROEM)
C  0.7558  1.3356  1.0402
C  -1.7212  -2.2556  -0.5628
C  1.0145  -0.0334  -0.7404
N  -0.6801  -0.4883  0.7614
N  0.2683  0.2800  0.4623
O  -1.6296  -1.8331  -1.7097
Cl  -0.9841  -3.6885  0.0306
H  0.2227  1.8302  1.8855
H  1.7257  1.6914  0.6362
H  -2.5174  -1.9090  0.1499
H  1.4197  -1.0076  -0.7555
H  0.0805  -0.2138  -1.3834
H  1.6198  0.7148  -1.0192
H  -1.2941  -0.2053  1.5355

## Properties
Gap between HOMO and LUMO (eV): 9.13
Charge: 0
HOMO level (Eh): -0.3030
LUMO energy (eV): 0.88

natural (NBO) atomic charge list, values in e, 5 entries: -0.30, 0.38, -0.42, -0.61, -0.02

=====

Which structure is most stable? a), by 0.853 eV over the runner-up.

=====

a) The following is a quantum chemistry calculation of C7H14N3O2 as an isolated structure, from the Open Molecules 2025 dataset.

CARTESIAN COORDINATES (ANGSTROEM)
C  -0.6870  -2.2600  -0.5514
C  -1.7034  -1.5851  0.3302
C  -1.4366  -0.1822  0.9118
C  1.1723  -1.3045  0.5847
C  0.0087  0.3758  0.5613
C  2.7982  -0.6167  -0.9202
C  -0.3137  0.5555  -1.8286
N  0.5764  -2.1085  -0.3590
N  -2.8715  -2.0948  0.4018
N  0.6788  1.1899  1.5861
O  2.3361  -0.6984  0.4403
O  -0.0665  1.1338  -0.6031
H  -1.1411  -2.9305  -1.2984
H  -2.2025  0.6351  0.7562
H  -1.5216  -0.4366  1.9834
H  1.0318  -1.5639  1.6028
H  2.6123  0.3690  -1.4587
H  2.1947  -1.4263  -1.3948
H  3.8339  -0.7510  -0.8090
H  -1.2117  -0.0981  -2.0779
H  0.5577  -0.1369  -2.0319
H  -0.3495  1.3247  -2.5679
H  -3.5038  -1.7324  1.0913
H  1.7446  1.0064  1.5207
H  0.5422  1.0426  2.5796
H  0.3071  2.1669  1.3887

## Properties
Gap between HOMO and LUMO (alpha / beta) (eV): 8.39 / 8.39
Charge: +1
HOMO level (alpha / beta) (Eh): -0.4478 / -0.4477
LUMO energy (alpha / beta) (eV): -3.79 / -3.79

natural (NBO) atomic charge list, values in e, 5 entries: 0.14, 0.21, -0.56, 0.34, 0.33

=====

b) The following is a quantum chemistry calculation of an isolated ion of composition C7H14N3O2 and charge +1, from the Open Molecules 2025 dataset.

CARTESIAN COORDINATES (ANGSTROEM)
C  -1.3390  1.3302  -1.8162
C  0.0271  2.0722  0.2476
C  -0.0283  1.2173  -0.9985
C  0.0925  -0.2271  -0.5974
C  -0.4082  -2.4178  0.7196
C  1.1194  -0.4442  1.7003
C  -0.0613  -0.8793  0.7925
N  -1.7922  0.1665  -2.0684
N  -1.1662  2.3613  0.8625
N  1.3116  -0.9001  -1.2146
O  1.0708  2.5075  0.6837
O  -1.0121  -0.8020  -1.4679
H  -1.8539  2.1840  -2.1568
H  0.7401  1.4703  -1.7260
H  0.1276  -2.8827  -0.1171
H  -1.5023  -2.5689  0.4860
H  -0.1419  -2.8669  1.7005
H  2.0331  -0.2625  1.1378
H  1.3887  -1.1361  2.5297
H  0.8140  0.5260  2.2334
H  -0.8756  -0.4330  1.2402
H  -2.0371  2.2755  0.3756
H  -1.1378  3.0219  1.6437
H  0.8856  -1.3913  -2.0016
H  1.7337  -1.6492  -0.7756
H  2.0121  -0.2718  -1.4131

## Properties
SMILES: CC(C)[C@@]1([NH3+])ON=C[C@H]1C(N)=O
Gap between HOMO and LUMO (eV): 10.59
Charge: +1
HOMO level (Eh): -0.5098
LUMO energy (eV): -3.28

natural (NBO) atomic charge list, values in e, 5 entries: 0.01, 0.67, -0.44, 0.47, -0.60

=====

c) The following is a quantum chemistry calculation of an isolated ion of composition C7H14N3O2 and charge +1, from the Open Molecules 2025 dataset.

CARTESIAN COORDINATES (ANGSTROEM)
C  2.6513  1.1085  0.0563
C  2.0770  -1.3480  -0.0319
C  1.7096  0.0153  -0.6162
C  0.3189  0.3502  -0.6315
C  -1.5005  0.7835  1.0250
C  -1.2395  -1.5123  -0.0498
C  -0.5458  -0.2541  0.4523
N  2.1184  2.1823  0.4275
N  2.6690  -1.4621  1.1451
N  -0.2216  1.1644  -1.6811
O  1.7083  -2.2670  -0.6963
O  0.9024  2.5116  0.2826
H  3.7465  0.8116  0.1325
H  2.0111  -0.1706  -1.6553
H  -0.8827  1.4471  1.4985
H  -2.3793  0.4509  1.7615
H  -1.9517  1.4814  0.3174
H  -1.9249  -1.2178  -0.8299
H  -1.9275  -1.8516  0.6648
H  -0.6856  -2.3738  -0.3877
H  0.1253  -0.6430  1.2940
H  2.6814  -0.7450  1.8182
H  3.0215  -2.4343  1.3122
H  -0.7928  0.8572  -2.4884
H  0.5277  1.7587  -1.8847
H  -0.9156  1.7897  -1.0535

## Properties
Gap between HOMO and LUMO (alpha / beta) (eV): 8.84 / 7.93
Charge: +1
HOMO level (alpha / beta) (Eh): -0.4994 / -0.4812
LUMO energy (alpha / beta) (eV): -4.75 / -5.17

natural (NBO) atomic charge list, values in e, 5 entries: -0.03, 0.68, -0.49, 0.39, -0.61

=====

Which structure is most stable? b), by 2.353 eV over the runner-up.

=====

a) The following is a quantum chemistry calculation of one molecule with the formula C3H9NS, from the Open Molecules 2025 dataset.

CARTESIAN COORDINATES (ANGSTROEM)
C  -0.2957  -0.6829  -0.9861
C  0.5154  0.0469  0.1458
C  -0.4232  0.9870  0.9036
S  0.2353  2.4696  1.7632
N  0.4314  -1.7876  -1.5187
H  -1.2603  -0.9479  -0.5401
H  -0.4639  0.0798  -1.7412
H  1.2241  0.6598  -0.3996
H  0.9440  -0.6653  0.8436
H  -1.1828  1.4813  0.2930
H  -0.9356  0.4406  1.6962
H  -0.2202  2.2860  3.0224
H  0.5484  -2.6822  -1.0944
H  0.8829  -1.6851  -2.3878

## Properties
SMILES: NCCCS
Gap between HOMO and LUMO (eV): 9.66
Charge: 0
HOMO level (Eh): -0.3168
LUMO energy (eV): 1.04

natural (NBO) atomic charge list, values in e, 5 entries: -0.20, -0.42, -0.51, -0.07, -0.88

=====

b) The following is a quantum chemistry calculation of a 2-piece molecular cluster, C3H9NS overall, from the Open Molecules 2025 dataset.

CARTESIAN COORDINATES (ANGSTROEM)
C  0.7378  -0.4997  -1.1659
C  0.9373  -1.6248  -0.1489
S  -0.2921  -1.7166  1.1219
H  0.9210  0.4530  -0.6863
H  -0.2262  -0.5233  -1.6835
H  1.4536  -0.5692  -1.9957
H  1.9643  -1.5471  0.2443
H  0.8170  -2.5649  -0.7123
C  -1.0362  2.2398  0.4539
N  -1.8443  1.3859  0.0588
H  -0.4709  3.1939  0.6726
H  -0.1462  1.9007  1.2260
H  -0.1851  -0.7510  1.9658
H  -2.6302  0.6232  0.6494

## Properties
SMILES: C=N.CCS
Gap between HOMO and LUMO (eV): 8.16
Charge: 0
HOMO level (Eh): -0.2931
LUMO energy (eV): 0.18

natural (NBO) atomic charge list, values in e, 5 entries: -0.61, -0.54, -0.04, 0.20, 0.22

=====

Which structure is most stable? a), by 4.548 eV over the runner-up.

=====

a) The following is a quantum chemistry calculation of one molecule with the formula C3H9NS, from the Open Molecules 2025 dataset.

CARTESIAN COORDINATES (ANGSTROEM)
C  1.4100  1.6129  0.4430
C  0.6495  0.3246  0.6046
C  -0.0605  0.2476  -0.7926
S  -0.8238  -1.3583  -0.9846
N  -0.2262  0.2734  1.7521
H  1.6946  1.8541  -0.6495
H  2.2879  1.4961  1.1355
H  0.7931  2.5061  0.6545
H  1.5386  -0.2181  0.8475
H  -0.8144  1.0255  -0.6202
H  0.6644  0.4602  -1.5439
H  -1.8721  -1.2234  -1.7712
H  -1.0535  -0.3245  1.6756
H  -0.4683  1.1327  2.2303

## Properties
SMILES: C[C@@H](N)CS
Gap between HOMO and LUMO (eV): 10.03
Charge: 0
HOMO level (Eh): -0.3332
LUMO energy (eV): 0.97

natural (NBO) atomic charge list, values in e, 5 entries: -0.61, -0.08, -0.53, -0.05, -0.87

=====

b) The following is a quantum chemistry calculation of a 2-piece molecular cluster, C3H9NS overall, from the Open Molecules 2025 dataset.

CARTESIAN COORDINATES (ANGSTROEM)
C  -0.4752  -1.2267  1.9459
N  0.7075  -0.9176  2.2560
H  -1.0283  -2.2232  2.1842
H  -0.9000  -0.6779  1.1332
H  1.4411  0.8354  0.0427
H  1.2030  0.1894  1.9950
C  -1.4858  1.1712  -0.4283
C  -0.7022  0.2978  -1.4164
S  1.0738  0.1784  -1.0807
H  -1.1452  2.2312  -0.5911
H  -1.0847  0.8295  0.5074
H  -2.5874  0.9850  -0.5132
H  -0.8447  0.7071  -2.4165
H  -1.1257  -0.7199  -1.5050

## Properties
SMILES: C=N.CCS
Gap between HOMO and LUMO (eV): 9.84
Charge: 0
HOMO level (Eh): -0.3331
LUMO energy (eV): 0.77

natural (NBO) atomic charge list, values in e, 5 entries: -0.06, -0.59, 0.18, 0.14, 0.12

=====

Which structure is most stable? a), by 1.664 eV over the runner-up.

=====

a) The following is a quantum chemistry calculation of a 2-piece molecular cluster, C3H9NS overall, from the Open Molecules 2025 dataset.

CARTESIAN COORDINATES (ANGSTROEM)
C  -1.4849  2.3131  -0.6299
N  -0.7203  2.6352  0.3249
H  -1.1863  2.3704  -1.6930
H  -2.4597  1.7988  -0.5133
H  -0.7520  -0.3146  0.5570
H  -0.5295  3.6085  0.5242
C  1.4181  -1.6192  1.4769
C  1.2988  -1.5065  -0.0648
S  -0.3366  -0.7959  -0.6518
H  0.4943  -1.1790  1.8851
H  2.2739  -1.0098  1.7808
H  1.4845  -2.6312  1.8829
H  1.0126  -2.5128  -0.3937
H  2.2097  -1.1098  -0.5029

## Properties
SMILES: C=N.CCS
Gap between HOMO and LUMO (eV): 8.94
Charge: 0
HOMO level (Eh): -0.3098
LUMO energy (eV): 0.51

natural (NBO) atomic charge list, values in e, 5 entries: 0.10, -0.76, 0.12, 0.13, 0.13

=====

b) The following is a quantum chemistry calculation of a 2-piece molecular cluster, C3H9NS overall, from the Open Molecules 2025 dataset.

CARTESIAN COORDINATES (ANGSTROEM)
C  -3.3572  1.0548  0.3212
N  -3.5157  0.8385  -0.9092
H  -3.3979  0.2823  1.0890
H  -3.1772  2.0745  0.6524
H  2.2610  -1.2295  1.8668
H  -3.6838  -0.1592  -1.0716
C  1.0743  -0.1979  -0.2470
C  2.5647  -0.4547  -0.3633
S  3.2174  -1.5106  0.9789
H  0.8830  0.3779  0.6642
H  0.4383  -1.0766  -0.2593
H  0.7956  0.4897  -1.0438
H  3.1019  0.4858  -0.3839
H  2.7955  -0.9751  -1.2944

## Properties
SMILES: C=N.CCS
Gap between HOMO and LUMO (eV): 9.91
Charge: 0
HOMO level (Eh): -0.3321
LUMO energy (eV): 0.88

natural (NBO) atomic charge list, values in e, 5 entries: -0.05, -0.58, 0.14, 0.16, 0.11

=====

Which structure is most stable? b), by 2.097 eV over the runner-up.